{"formula": "C22H60AlFN4O4PS", "method": "wB97M-V/def2-TZVPD", "elements": ["C", "C", "P", "C", "C", "Al", "S", "C", "C", "F", "H", "H", "H", "H", "H", "H", "H", "H", "H", "H", "H", "H", "H", "H", "H", "H", "C", "C", "C", "O", "C", "N", "H", "H", "H", "H", "H", "H", "H", "H", "H", "H", "H", "C", "C", "C", "O", "C", "N", "H", "H", "H", "H", "H", "H", "H", "H", "H", "H", "H", "C", "C", "C", "O", "C", "N", "H", "H", "H", "H", "H", "H", "H", "H", "H", "H", "H", "C", "C", "C", "O", "C", "N", "H", "H", "H", "H", "H", "H", "H", "H", "H", "H", "H"], "xyz": [[-3.356, 0.663, -2.788], [-4.169, -0.023, -4.037], [-5.858, -0.797, -3.533], [-7.160, 0.339, -4.420], [-6.991, 1.932, -4.025], [-6.168, -0.830, -1.233], [-8.388, -0.872, -0.639], [-5.318, -2.507, -0.323], [-4.829, -2.172, 1.241], [-6.304, -3.648, -0.234], [-2.252, 0.911, -3.150], [-3.958, 1.615, -2.454], [-3.310, -0.093, -1.877], [-4.322, 0.835, -4.852], [-3.573, -0.887, -4.591], [-8.250, -0.075, -4.268], [-6.881, 0.262, -5.576], [-6.248, 2.422, -4.816], [-8.044, 2.444, -4.171], [-6.522, 2.117, -2.966], [-5.482, 0.420, -0.547], [-8.940, 0.410, -0.794], [-4.356, -2.810, -0.947], [-5.752, -2.048, 1.951], [-4.174, -1.181, 1.250], [-4.203, -3.102, 1.637], [-0.233, -1.898, 1.878], [-0.166, -0.523, 1.217], [0.633, 0.519, 2.034], [-0.063, 1.040, 3.168], [-0.037, 0.200, 4.312], [-1.534, -0.058, 0.944], [-0.950, -1.937, 2.701], [-0.549, -2.653, 1.150], [0.748, -2.198, 2.263], [0.350, -0.652, 0.258], [0.824, 1.381, 1.383], [1.617, 0.131, 2.328], [0.906, -0.349, 4.400], [-0.880, -0.493, 4.283], [-0.158, 0.825, 5.199], [-1.483, 0.809, 0.409], [-1.940, 0.234, 1.838], [5.885, 0.488, -1.333], [5.199, -0.628, -0.547], [3.745, -0.900, -0.998], [2.796, 0.070, -0.549], [2.759, 1.259, -1.324], [5.268, -0.312, 0.887], [5.561, 1.484, -1.023], [6.969, 0.447, -1.181], [5.697, 0.386, -2.408], [5.774, -1.545, -0.724], [3.428, -1.851, -0.553], [3.679, -1.032, -2.086], [2.949, 1.067, -2.385], [3.478, 1.980, -0.932], [1.765, 1.701, -1.225], [4.904, -1.107, 1.413], [4.584, 0.429, 1.068], [-1.327, 6.091, 5.315], [-1.580, 4.684, 4.776], [-1.952, 3.659, 5.873], [-0.847, 3.214, 6.664], [-0.468, 4.107, 7.700], [-0.404, 4.249, 4.009], [-0.350, 6.191, 5.793], [-1.353, 6.819, 4.497], [-2.095, 6.379, 6.041], [-2.432, 4.752, 4.090], [-2.339, 2.761, 5.376], [-2.761, 4.030, 6.514], [-1.328, 4.630, 8.130], [0.266, 4.822, 7.324], [0.016, 3.528, 8.490], [-0.618, 3.356, 3.564], [0.330, 4.013, 4.684], [6.234, -5.284, -4.514], [6.447, -3.772, -4.541], [5.836, -3.038, -3.325], [4.415, -2.891, -3.377], [3.690, -4.045, -2.980], [5.926, -3.239, -5.809], [5.220, -5.573, -4.801], [6.912, -5.774, -5.221], [6.439, -5.693, -3.519], [7.530, -3.600, -4.517], [6.238, -2.017, -3.311], [6.143, -3.502, -2.379], [4.196, -4.598, -2.183], [3.518, -4.690, -3.843], [2.712, -3.724, -2.612], [6.164, -2.249, -5.869], [4.904, -3.237, -5.740]], "charge": -1, "total_energy_ev": -67373.5693, "largest_force_ev_per_a": 2.619, "homo_lumo_gap_ev": 5.54}

=====

{"formula": "C22H60BN4O20", "method": "wB97M-V/def2-TZVPD", "elements": ["O", "C", "O", "B", "O", "C", "O", "O", "C", "O", "C", "O", "O", "C", "O", "H", "H", "H", "H", "C", "O", "H", "H", "H", "H", "C", "O", "H", "H", "H", "H", "C", "O", "H", "H", "H", "H", "C", "O", "H", "H", "H", "H", "C", "O", "H", "H", "H", "H", "C", "O", "H", "H", "H", "H", "C", "O", "N", "N", "H", "H", "H", "H", "C", "O", "N", "N", "H", "H", "H", "H", "C", "C", "C", "O", "H", "H", "H", "H", "H", "H", "H", "H", "C", "C", "C", "O", "H", "H", "H", "H", "H", "H", "H", "H", "C", "C", "C", "O", "H", "H", "H", "H", "H", "H", "H", "H"], "xyz": [[1.556, -18.848, -27.650], [0.845, -19.123, -26.733], [1.195, -19.191, -25.462], [0.006, -19.393, -24.616], [-1.112, -19.578, -25.582], [-0.666, -19.434, -26.812], [-1.290, -19.534, -27.834], [-0.269, -18.300, -23.695], [-0.391, -18.771, -22.466], [-0.710, -18.165, -21.484], [-0.057, -20.287, -22.525], [0.174, -20.605, -23.780], [-0.032, -20.997, -21.564], [1.192, -16.514, -29.990], [1.792, -17.763, -30.255], [1.022, -15.984, -30.924], [0.255, -16.611, -29.430], [1.830, -15.879, -29.357], [1.775, -18.267, -29.429], [-3.353, -20.296, -30.593], [-3.977, -21.543, -30.823], [-4.062, -19.477, -30.429], [-2.680, -20.411, -29.753], [-2.711, -19.954, -31.419], [-4.520, -21.473, -31.612], [3.238, -17.542, -23.276], [3.926, -18.186, -24.350], [4.009, -17.333, -22.543], [2.679, -16.659, -23.598], [2.477, -18.213, -22.858], [3.256, -18.520, -24.956], [-3.315, -16.877, -23.816], [-2.471, -15.920, -23.194], [-4.239, -16.390, -24.118], [-2.850, -17.402, -24.656], [-3.577, -17.679, -23.114], [-1.976, -16.365, -22.499], [4.930, -17.508, -28.747], [4.552, -16.837, -29.931], [4.073, -17.756, -28.114], [5.492, -18.425, -28.951], [5.583, -16.845, -28.176], [3.732, -17.236, -30.253], [1.107, -20.000, -18.722], [2.140, -19.865, -19.662], [1.165, -19.341, -17.856], [0.111, -19.821, -19.168], [1.021, -21.060, -18.480], [2.371, -18.932, -19.762], [-2.552, -18.355, -17.470], [-1.693, -17.844, -18.475], [-2.563, -17.661, -16.633], [-3.586, -18.364, -17.840], [-2.258, -19.360, -17.167], [-1.754, -18.423, -19.242], [2.303, -23.669, -19.940], [2.506, -24.634, -19.211], [1.067, -23.111, -20.098], [3.301, -23.064, -20.664], [0.403, -23.600, -19.522], [0.846, -22.180, -20.427], [3.109, -22.152, -21.046], [4.262, -23.293, -20.503], [1.898, -16.055, -18.839], [2.370, -17.158, -19.045], [2.431, -15.234, -17.866], [0.776, -15.607, -19.474], [3.149, -15.684, -17.333], [2.209, -14.263, -17.776], [0.276, -16.297, -20.009], [0.382, -14.702, -19.302], [4.039, -20.844, -26.659], [5.306, -21.103, -25.876], [5.616, -22.602, -25.693], [6.360, -20.428, -26.554], [3.842, -21.619, -27.409], [4.061, -19.891, -27.182], [3.151, -20.900, -26.024], [5.140, -20.674, -24.879], [5.127, -23.211, -26.448], [5.422, -22.910, -24.665], [6.697, -22.748, -25.797], [7.206, -20.690, -26.179], [-0.562, -24.310, -27.556], [-0.287, -22.838, -27.706], [1.181, -22.519, -27.962], [-1.119, -22.303, -28.745], [-0.349, -24.836, -28.487], [-1.581, -24.468, -27.212], [0.118, -24.707, -26.796], [-0.600, -22.322, -26.783], [1.499, -23.128, -28.815], [1.774, -22.813, -27.096], [1.351, -21.473, -28.211], [-1.030, -21.348, -28.639], [-2.774, -22.150, -21.773], [-3.301, -20.968, -20.990], [-4.411, -20.216, -21.688], [-3.804, -21.397, -19.715], [-3.563, -22.842, -22.088], [-1.988, -22.701, -21.257], [-2.339, -21.836, -22.728], [-2.450, -20.288, -20.847], [-4.060, -19.882, -22.663], [-4.582, -19.341, -21.051], [-5.355, -20.748, -21.776], [-3.124, -21.950, -19.317]], "charge": -1, "total_energy_ev": -71382.2046, "largest_force_ev_per_a": 1.447, "homo_lumo_gap_ev": 9.56}

=====

{"formula": "C22H60F6N5O9P", "method": "wB97M-V/def2-TZVPD", "elements": ["P", "F", "F", "F", "F", "F", "F", "O", "C", "O", "O", "H", "C", "C", "C", "O", "C", "N", "H", "H", "H", "H", "H", "H", "H", "H", "H", "H", "H", "C", "C", "C", "O", "C", "N", "H", "H", "H", "H", "H", "H", "H", "H", "H", "H", "H", "C", "C", "C", "O", "C", "N", "H", "H", "H", "H", "H", "H", "H", "H", "H", "H", "H", "C", "C", "C", "O", "C", "N", "H", "H", "H", "H", "H", "H", "H", "H", "H", "H", "H", "C", "C", "C", "O", "C", "N", "H", "H", "H", "H", "H", "H", "H", "H", "H", "H", "H", "C", "O", "H", "H", "H", "H"], "xyz": [[-1.411, -0.041, -0.773], [-1.959, -1.571, -0.820], [-1.785, 0.048, 0.794], [0.126, -0.595, -0.504], [-0.789, 1.482, -0.748], [-1.066, -0.110, -2.348], [-2.851, 0.576, -1.102], [-3.160, 0.659, 3.503], [-3.350, -0.590, 4.112], [-3.898, -0.621, 5.252], [-2.844, -1.584, 3.521], [-2.632, 0.220, 2.791], [1.916, 2.627, -2.356], [3.087, 3.149, -3.177], [2.683, 3.240, -4.654], [3.835, 3.502, -5.443], [3.846, 2.812, -6.670], [3.436, 4.476, -2.683], [1.059, 3.290, -2.479], [2.123, 2.714, -1.283], [1.649, 1.570, -2.413], [3.974, 2.514, -3.046], [1.956, 4.026, -4.876], [2.270, 2.249, -4.878], [4.006, 1.747, -6.455], [4.694, 3.154, -7.263], [2.899, 2.940, -7.204], [4.066, 4.917, -3.349], [3.979, 4.348, -1.835], [-5.609, -1.795, -0.023], [-5.079, -2.449, 1.236], [-6.105, -3.325, 1.966], [-5.510, -3.957, 3.069], [-6.521, -4.481, 3.914], [-3.859, -3.184, 0.891], [-6.596, -1.368, 0.219], [-5.898, -2.597, -0.715], [-4.911, -1.077, -0.438], [-4.767, -1.691, 1.965], [-6.411, -4.120, 1.260], [-6.995, -2.717, 2.159], [-7.037, -3.669, 4.428], [-6.052, -5.142, 4.643], [-7.156, -5.143, 3.311], [-4.251, -3.929, 0.307], [-3.231, -2.682, 0.275], [1.002, 2.683, 1.453], [-0.241, 3.577, 1.431], [-0.503, 4.305, 0.133], [-1.742, 4.957, 0.136], [-1.849, 5.827, -0.956], [-1.370, 2.784, 1.973], [1.891, 3.170, 1.031], [0.785, 1.834, 0.802], [1.215, 2.253, 2.427], [-0.089, 4.370, 2.174], [-0.304, 3.721, -0.770], [0.288, 5.081, 0.124], [-1.217, 6.713, -0.817], [-2.885, 6.045, -1.206], [-1.433, 5.379, -1.872], [-1.265, 1.831, 1.626], [-1.151, 2.620, 2.954], [0.985, -3.033, -2.733], [1.403, -3.895, -1.535], [2.447, -3.099, -0.769], [2.972, -3.883, 0.301], [4.232, -3.377, 0.680], [0.263, -4.153, -0.648], [0.000, -3.221, -3.157], [1.795, -3.136, -3.465], [0.950, -1.980, -2.446], [1.835, -4.863, -1.799], [2.161, -2.091, -0.461], [3.261, -2.960, -1.501], [5.072, -3.630, 0.021], [4.472, -3.727, 1.683], [4.184, -2.282, 0.707], [-0.289, -3.293, -0.605], [-0.407, -4.741, -1.143], [4.452, 0.583, 4.671], [3.210, -0.348, 4.823], [2.438, -0.428, 3.533], [1.402, -1.383, 3.562], [0.660, -1.311, 2.344], [3.620, -1.682, 5.306], [4.987, 0.359, 3.749], [5.096, 0.412, 5.534], [4.074, 1.605, 4.723], [2.608, 0.083, 5.627], [3.099, -0.716, 2.700], [1.998, 0.539, 3.273], [0.191, -0.335, 2.213], [-0.189, -1.994, 2.345], [1.302, -1.586, 1.505], [3.971, -1.615, 6.263], [4.545, -1.829, 4.886], [-0.645, 0.453, -5.804], [-0.535, -0.597, -4.876], [0.131, 1.221, -5.649], [-0.475, 0.082, -6.816], [-1.554, 1.063, -5.763], [-0.723, -0.183, -4.009]], "charge": -2, "total_energy_ev": -75263.1115, "largest_force_ev_per_a": 3.388, "homo_lumo_gap_ev": 5.25}